(1)
This record from the OMol25 dataset describes a cluster of 6 separate species, C17H24FNO17P in total. The level of theory is wB97M-V/def2-TZVPD.

Geometry as XYZ:
```
61
Properties=species:S:1:pos:R:3:forces:R:3:lowdin_charge:R:1
O -1.260444 -4.912686 -1.202986 0.7 0.5 0.8 0.20
C -0.902039 -4.019563 -0.511797 -1.4 -1.7 -1.7 -0.49
F 0.336387 -3.590717 -0.541371 0.4 0.8 0.5 0.18
N -1.784919 -3.331730 0.361820 1.4 1.1 1.0 0.16
C -1.408311 -1.997387 0.643953 -0.5 -0.2 0.1 -0.58
O -1.437882 -1.105522 -0.134073 0.3 0.0 -0.2 0.14
P -0.838943 -1.535226 2.386466 0.4 0.2 0.2 1.20
H -1.978578 -3.860572 1.206239 -0.2 -0.4 -0.2 0.15
H 0.266898 -2.277449 2.836586 -0.2 0.0 -0.1 0.02
H -0.429818 -0.193821 2.321107 -0.2 -0.1 0.0 0.02
H -1.912876 -1.713884 3.274438 0.1 0.1 0.0 0.02
C -3.508190 -6.608410 -2.039933 0.0 0.0 0.0 -0.14
C -3.437912 -7.366841 -3.345421 0.2 -0.1 -0.1 -0.11
O -4.754103 -7.914731 -3.455033 0.1 0.1 0.1 0.06
C -5.594483 -7.144188 -2.718978 0.0 -0.1 0.0 -0.57
O -6.773976 -7.228560 -2.731788 -0.2 0.0 0.0 0.18
O -4.892634 -6.257720 -1.960898 0.1 -0.1 -0.1 0.05
H -2.886542 -5.723248 -2.030127 -0.4 -0.1 -0.1 0.09
H -3.252761 -7.234378 -1.180363 0.0 0.0 0.0 0.14
H -3.255938 -6.712180 -4.200201 0.0 0.0 0.0 0.13
H -2.690053 -8.155823 -3.339543 -0.2 -0.1 0.0 0.13
C 1.225441 0.373478 -1.556106 -0.2 -0.2 0.0 -0.12
C 1.862997 0.651147 -2.895894 -0.2 -0.1 -0.2 -0.09
O 2.428611 1.957595 -2.689652 0.0 -0.1 0.3 0.09
C 2.622602 2.130659 -1.365566 0.0 -0.1 -0.4 -0.57
O 3.216581 3.032518 -0.871619 0.1 0.2 0.2 0.16
O 2.037527 1.131653 -0.655792 0.0 0.0 -0.1 0.03
H 1.241369 -0.682244 -1.289228 0.1 0.1 0.1 0.12
H 0.198495 0.741890 -1.494026 0.0 0.0 -0.1 0.13
H 2.665723 -0.050473 -3.129385 0.0 0.1 0.0 0.14
H 1.152418 0.657118 -3.722847 0.4 0.2 0.3 0.09
C -2.313849 1.422331 -5.085260 -0.2 0.1 0.1 -0.11
C -2.332832 1.163016 -6.573828 -0.3 0.0 -0.1 -0.11
O -0.941244 1.019182 -6.876989 0.0 0.0 0.2 0.08
C -0.300597 0.648079 -5.751379 0.0 0.0 -0.4 -0.56
O 0.832101 0.289756 -5.706230 -0.1 -0.1 -0.1 0.16
O -1.122199 0.739325 -4.671349 0.0 0.0 -0.1 0.04
H -3.185531 1.023167 -4.572994 0.1 -0.1 0.1 0.13
H -2.213437 2.482056 -4.845224 0.1 0.0 0.0 0.14
H -2.847145 0.235940 -6.832344 0.0 0.0 0.0 0.14
H -2.768920 1.980103 -7.141791 0.2 0.0 -0.1 0.14
C 3.163241 2.399391 3.167734 0.2 0.4 -0.1 -0.08
C 1.923686 2.450469 2.310907 -0.1 0.5 -0.1 -0.09
O 1.661969 1.051959 2.086437 -0.3 -0.2 0.4 0.01
C 2.243237 0.360632 3.089126 0.3 0.4 0.0 -0.59
O 2.063845 -0.813575 3.259060 -0.5 -0.4 0.0 0.08
O 3.023914 1.132548 3.838650 -0.1 -0.2 -0.2 0.10
H 3.209738 3.212742 3.883743 -0.1 -0.2 0.2 0.12
H 4.083111 2.382194 2.582169 -0.1 -0.1 0.0 0.14
H 1.073626 2.889700 2.835683 0.0 -0.1 0.1 0.14
H 2.073265 2.975296 1.370224 0.1 -0.3 -0.1 0.12
C 3.444271 6.259815 7.071899 0.2 0.2 0.1 -0.11
C 2.263809 6.877479 6.358946 0.0 0.3 0.0 -0.11
O 1.751289 5.771255 5.603988 0.1 -0.1 0.1 0.06
C 2.144573 4.631496 6.218111 0.0 0.1 0.1 -0.58
O 1.745678 3.545741 5.938306 0.0 -0.2 -0.2 0.15
O 3.047361 4.887531 7.187143 -0.1 0.1 -0.1 0.07
H 3.624414 6.692998 8.051849 0.0 -0.2 0.1 0.14
H 4.363302 6.312046 6.485668 0.0 0.0 0.0 0.14
H 1.490512 7.221757 7.047199 0.0 -0.1 0.0 0.14
H 2.544164 7.696863 5.702563 -0.1 -0.1 -0.2 0.13
```
Forces are in eV/Å.

As for the gap between HOMO and LUMO: 7.77 eV. As for the net charge: +1. The value obtained for the lowest unoccupied orbital energy is -4.79 eV.

=====

(2)
This record from the OMol25 dataset describes the molecule C17H24N2O2S. The level of theory is wB97M-V/def2-TZVPD.

Geometry as XYZ:
```
46
Properties=species:S:1:pos:R:3:forces:R:3:lowdin_charge:R:1
C -2.633302 -2.181622 0.244403 0.2 0.1 0.2 -0.11
C -1.208901 -1.970564 0.742654 -0.1 -0.1 -0.3 -0.27
C -0.181426 -2.552007 -0.227123 0.1 0.0 0.4 -0.22
C 1.255710 -2.489709 0.293918 -0.1 0.2 -0.2 -0.21
C 1.748605 -1.056179 0.472241 0.1 -0.3 0.1 -0.21
C 3.229899 -0.959616 0.849523 -0.1 0.1 -0.2 -0.20
C 4.201332 -1.093096 -0.325001 -0.1 0.1 0.2 -0.25
C 4.181310 0.069954 -1.310411 0.1 0.2 0.3 -0.43
S 4.647424 1.676688 -0.542706 0.2 -0.2 -0.4 1.00
C 3.102003 2.200733 0.025073 0.0 0.3 0.3 -0.70
N 2.854196 2.960395 1.046175 1.6 -0.5 -0.3 0.05
N 1.517247 3.071965 1.129474 -1.7 0.0 -0.3 0.10
C 1.001498 2.380393 0.158262 0.6 0.5 0.6 -0.30
C -0.389294 2.116608 -0.105983 -0.5 -0.2 -0.2 -0.16
C -1.358334 2.537078 0.801837 0.3 -0.1 -0.2 -0.01
C -2.689958 2.239520 0.594313 -0.4 -0.1 -0.1 -0.01
C -3.077891 1.516776 -0.533342 0.3 0.0 -0.1 -0.28
O -4.351025 1.161912 -0.830460 0.3 -0.1 -0.2 -0.08
C -5.382775 1.523167 0.057318 -0.2 0.1 0.2 -0.08
C -2.105153 1.109169 -1.451986 -0.3 0.0 0.1 0.00
C -0.779093 1.401199 -1.240840 0.0 0.1 0.2 -0.02
O 1.972450 1.811403 -0.608919 -0.2 0.2 0.1 0.04
H -3.349510 -1.768705 0.951128 -0.2 0.0 0.0 0.07
H -2.844407 -3.242029 0.122366 -0.1 -0.1 0.0 0.07
H -2.778517 -1.689035 -0.714139 -0.1 0.0 -0.1 0.06
H -1.091202 -2.447916 1.718370 0.1 0.0 0.1 0.11
H -1.036210 -0.900084 0.868981 0.0 0.0 0.1 0.09
H -0.436525 -3.596927 -0.421804 -0.1 0.0 -0.1 0.11
H -0.245318 -2.015124 -1.176966 0.0 0.0 -0.1 0.11
H 1.905188 -3.010956 -0.413603 0.1 -0.1 0.0 0.11
H 1.318136 -3.016189 1.249116 0.1 -0.1 0.0 0.12
H 1.558172 -0.512550 -0.453351 -0.1 0.1 0.0 0.09
H 1.163636 -0.576858 1.259792 -0.1 0.1 -0.1 0.12
H 3.457087 -1.743482 1.575350 0.0 0.0 0.1 0.12
H 3.417295 -0.005375 1.348446 0.1 -0.1 0.1 0.09
H 5.214106 -1.186681 0.072675 0.0 -0.1 -0.1 0.11
H 3.977551 -2.002963 -0.887460 0.1 -0.1 0.0 0.11
H 4.929140 -0.084269 -2.087474 -0.1 0.1 -0.1 0.07
H 3.209541 0.202647 -1.778975 0.1 0.0 -0.1 0.07
H -1.045163 3.090718 1.672446 0.0 0.1 0.1 0.12
H -3.418511 2.571493 1.316498 -0.1 0.0 0.0 0.11
H -6.297755 1.125711 -0.378681 0.0 0.1 0.1 0.09
H -5.232214 1.081565 1.047233 0.0 0.0 0.0 0.10
H -5.469426 2.609971 0.151647 0.0 0.0 0.0 0.10
H -2.423914 0.561408 -2.324682 0.0 -0.1 -0.1 0.12
H -0.035705 1.081462 -1.955317 0.1 0.0 -0.1 0.12
```
Forces are in eV/Å.

As for the gap between HOMO and LUMO: 8.70 eV. The value obtained for the lowest unoccupied orbital energy is 0.58 eV. Its SMILES is CCCCCCCCSc1nnc(-c2ccc(OC)cc2)o1.

=====

(3)
This record from the OMol25 dataset describes a structure of composition C17H24N3O3PdS. The level of theory is wB97M-V/def2-TZVPD.

Geometry as XYZ:
```
49
Properties=species:S:1:pos:R:3:forces:R:3:lowdin_charge:R:1
Pd 0.247280 0.326846 0.215921 -2.0 -0.7 -2.6 0.94
O 0.475106 -3.748129 0.176077 -0.1 0.2 0.0 0.10
C 0.569824 -2.554231 -0.002036 0.6 -0.4 -0.1 -0.62
O -0.363350 -1.679520 0.174095 0.0 1.4 0.0 -0.17
C 1.911906 -1.991977 -0.476183 -0.2 0.0 0.1 -0.17
C 2.931867 -2.886088 -0.835247 0.1 0.0 0.0 0.03
C 4.135650 -2.389785 -1.243110 -0.1 0.0 0.0 0.03
C 4.322060 -0.991075 -1.313307 -0.2 0.1 0.1 -0.14
C 5.534068 -0.398658 -1.734180 0.1 0.1 0.0 -0.01
C 5.656326 0.959348 -1.802848 0.1 -0.1 0.0 -0.06
C 4.568956 1.789240 -1.465223 -0.1 0.0 0.0 -0.05
C 3.386111 1.246628 -1.049868 0.0 0.0 0.0 -0.02
C 3.238378 -0.152824 -0.954826 0.2 0.0 0.0 -0.19
N 2.054437 -0.681277 -0.526864 -0.4 0.4 0.2 0.07
H 2.717869 -3.942928 -0.771242 0.0 0.0 0.0 0.13
H 4.951489 -3.046936 -1.517373 0.0 0.0 0.0 0.13
H 6.359710 -1.043923 -2.006719 0.0 0.0 0.0 0.12
H 6.587138 1.406265 -2.124775 0.0 0.0 0.0 0.11
H 4.679862 2.862756 -1.543585 0.0 0.0 0.0 0.11
H 2.530240 1.856765 -0.799401 0.1 0.0 0.0 0.07
N 0.174728 2.552930 0.067777 0.4 -0.6 -0.2 -0.04
C -0.694982 2.990179 -1.047930 -0.2 0.0 0.0 -0.23
C -2.171592 2.778986 -0.732922 0.2 -0.2 0.1 -0.18
C -2.597769 1.317307 -0.642243 0.0 0.2 -0.1 -0.23
N -1.943991 0.636987 0.488579 0.8 -0.2 -0.3 -0.02
H -0.212751 2.857907 0.954901 0.1 0.0 0.1 0.09
H 1.085115 2.992930 -0.002590 0.0 0.0 0.0 0.08
H -0.423727 2.415741 -1.935198 0.1 0.1 0.0 0.12
H -0.534737 4.048320 -1.264453 0.1 0.0 0.0 0.12
H -2.754976 3.259610 -1.518022 0.0 0.0 0.0 0.12
H -2.421920 3.288906 0.204716 0.0 0.1 0.0 0.12
H -2.320549 0.790993 -1.556729 0.0 0.0 0.0 0.12
H -3.685217 1.267979 -0.547293 0.0 0.0 0.0 0.12
H -2.184975 -0.351259 0.506292 -0.1 0.0 0.0 0.09
H -2.233561 1.052448 1.366926 0.1 0.0 0.1 0.11
O 0.659644 0.742585 2.347423 0.1 0.2 1.2 -0.62
S 0.884809 -0.722325 2.691008 0.6 -0.1 1.6 0.96
C -0.126930 -0.978142 4.199863 0.1 -0.3 -0.1 -0.28
C 0.789941 -0.885125 5.424702 0.1 0.1 0.0 -0.22
C 2.026602 -0.101197 4.995195 0.0 0.0 0.0 -0.23
C 2.428719 -0.699624 3.656899 -0.2 0.0 0.0 -0.30
H -0.627528 -1.941104 4.104931 -0.1 0.0 0.0 0.10
H -0.865859 -0.179107 4.163945 0.0 0.0 -0.1 0.09
H 1.079473 -1.886386 5.746061 0.0 0.0 0.0 0.12
H 0.280386 -0.400245 6.256253 0.0 -0.1 0.0 0.12
H 2.828967 -0.157525 5.729891 0.0 0.0 0.0 0.12
H 1.770393 0.949420 4.844663 0.1 0.0 0.1 0.11
H 2.777510 -1.731342 3.739204 0.0 0.0 0.0 0.10
H 3.146786 -0.104771 3.094274 0.0 -0.1 -0.1 0.10
```
Forces are in eV/Å.

As for the gap between HOMO and LUMO (alpha / beta): 7.74 / 7.79 eV. As for the net charge: +1. The value obtained for the lowest unoccupied orbital energy (alpha / beta) is -3.72 / -3.72 eV.